No. 1
The following is a quantum chemistry calculation of a cluster of 2 separate species, C5H4Cl2N2 in total, from the Open Molecules 2025 dataset.

Computed properties:
total charge: 0
energy relative to the best compared isomer or geometry (same formula, charge and spin): 2.543 eV
DFT total energy: -33270.5453 eV

XYZ file:
```
13
Properties=species:S:1:pos:R:3:nbo_charge:R:1
C -0.905 0.750 0.224 -0.100
C -1.461 -0.325 0.827 -0.104
C -0.607 -1.026 -1.161 0.060
C 2.305 1.007 0.231 -0.139
C 2.416 -0.202 0.232 -0.123
N -0.456 0.293 -0.943 -0.544
N -1.284 -1.369 -0.027 -0.572
Cl 2.386 2.667 0.000 0.105
Cl 2.204 -1.815 0.120 0.159
H -0.912 1.835 0.424 0.226
H -1.997 -0.351 1.691 0.212
H -0.043 0.857 -1.555 0.393
H -1.646 -2.321 -0.063 0.426
```

***

No. 2
The following is a quantum chemistry calculation of the molecule C4H9NO, from the Open Molecules 2025 dataset.

Computed properties:
total charge: 0
energy relative to the best compared isomer or geometry (same formula, charge and spin): 5.005 eV
DFT total energy: -7827.3147 eV

XYZ file:
```
15
Properties=species:S:1:pos:R:3:nbo_charge:R:1
C -1.507 0.862 0.263 -0.723
C -0.969 0.345 -1.054 0.023
N 0.450 0.617 -1.145 -0.669
C 0.456 -0.740 -0.609 -0.217
C 0.934 -0.842 0.844 -0.082
O 1.568 0.335 1.270 -0.724
H -0.780 1.026 1.070 0.211
H -1.923 1.841 -0.008 0.249
H -2.346 0.255 0.619 0.221
H -0.698 -1.051 -0.780 0.260
H 0.744 0.591 -2.117 0.371
H 0.898 -1.451 -1.310 0.237
H 1.632 -1.687 0.916 0.182
H 0.084 -1.068 1.505 0.171
H 1.459 0.967 0.536 0.490
```

***

No. 3
The following is a quantum chemistry calculation of a cluster of 2 separate species, C5H16N2O in total, from the Open Molecules 2025 dataset.

Computed properties:
SMILES string: CNCC[C@H](C)N.O
total charge: 0
energy relative to the best compared isomer or geometry (same formula, charge and spin): 1.710 eV
DFT total energy: -10470.8118 eV

XYZ file:
```
24
Properties=species:S:1:pos:R:3:nbo_charge:R:1
C 0.518 -2.717 1.075 -0.415
N 0.475 -1.269 0.785 -0.656
C -0.823 -0.979 0.147 -0.234
C -1.243 0.466 0.257 -0.430
C -0.891 1.141 -1.167 -0.034
C 0.622 1.173 -1.519 -0.669
N -1.466 2.459 -1.083 -0.859
H 1.300 -2.962 1.814 0.200
H -0.462 -3.068 1.309 0.198
H 0.801 -3.331 0.175 0.170
H 1.176 -1.129 0.053 0.372
H -1.658 -1.579 0.671 0.191
H -0.838 -1.328 -0.872 0.176
H -0.781 0.981 1.117 0.218
H -2.271 0.760 0.523 0.232
H -1.316 0.510 -1.919 0.181
H 1.102 0.803 -0.558 0.230
H 1.136 2.116 -1.755 0.222
H 0.824 0.600 -2.436 0.206
H -0.838 3.059 -0.499 0.356
H -1.700 2.971 -1.920 0.365
O 2.212 0.650 1.568 -0.972
H 1.560 -0.062 1.767 0.491
H 2.561 0.734 2.467 0.459
```

***

No. 4
The following is a quantum chemistry calculation of a cluster of 2 separate species, C4H13NO2 in total, from the Open Molecules 2025 dataset.

Computed properties:
SMILES string: CCCNCO.O
total charge: 0
energy relative to the best compared isomer or geometry (same formula, charge and spin): 1.161 eV
DFT total energy: -9943.0359 eV

XYZ file:
```
20
Properties=species:S:1:pos:R:3:nbo_charge:R:1
C -2.602 0.086 -1.268 -0.607
C -1.553 0.191 -0.151 -0.409
C -0.135 0.005 -0.672 -0.220
N 0.931 -0.140 0.284 -0.647
C 1.501 0.950 0.966 0.083
O 0.760 1.423 2.141 -0.781
H -3.564 0.284 -0.807 0.215
H -2.660 -0.957 -1.586 0.205
H -2.389 0.730 -2.121 0.205
H -1.851 -0.580 0.571 0.194
H -1.633 1.116 0.433 0.186
H -0.063 -0.813 -1.400 0.197
H 0.012 0.884 -1.318 0.191
H 0.931 -1.027 0.756 0.361
H 2.406 0.710 1.521 0.187
H 1.417 1.827 0.319 0.172
H -0.197 1.440 2.064 0.463
O 3.137 -2.271 -0.090 -0.932
H 2.216 -2.449 0.064 0.461
H 3.337 -1.408 0.293 0.473
```

***

| no. | LUMO energy (eV) | HOMO-LUMO gap (eV) |
| --- | --- | --- |
| 1 | 0.6 | 9.273 |
| 2 | 0.9 | 9.328 |
| 3 | 1.0 | 9.650 |
| 4 | 0.8 | 10.018 |